(1)
ORCA calculation (ωB97M-V/def2-TZVPD) on a gas-phase ion, C7H14ClN3 (charge +2).

CARTESIAN COORDINATES (ANGSTROEM)
1 C 1.327675 -1.633675 -1.574594
2 C 0.425236 -1.454428 -0.318747
3 N -0.012050 -0.105107 -0.062873
4 C 0.477847 0.838269 -0.838988
5 N -0.163982 1.990465 -0.745444
6 C -1.535271 2.161185 -0.422360
7 N -2.386605 1.193964 -0.421125
8 C -2.108984 -0.141676 -0.515243
9 Cl -2.695459 -1.169071 0.698331
10 C -0.148699 0.054798 1.443642
11 C 1.205102 0.259159 2.083215
12 H 2.306345 -1.142517 -1.447090
13 H 1.643489 -2.675968 -1.734546
14 H 0.820572 -1.257122 -2.468050
15 H 1.002184 -1.758801 0.580724
16 H -0.355405 -2.074702 -0.208798
17 H 1.209936 0.587618 -1.583002
18 H 0.219785 2.778373 -1.269956
19 H -1.932728 3.152971 -0.192600
20 H -2.523073 -0.524176 -1.476772
21 H -0.808364 0.850644 1.599832
22 H -0.515564 -0.868623 1.857409
23 H 1.242633 0.071909 3.215042
24 H 1.808729 -0.478201 1.802646
25 H 1.496642 1.344712 1.999352

Cartesian forces, eV/Å:
-0.12 -0.17 0.60
5.17 -0.20 -0.09
0.27 -1.72 0.75
-2.00 0.67 0.50
0.62 1.29 -0.57
-1.97 -1.29 0.51
2.88 0.27 0.31
-3.74 1.12 -0.43
0.36 0.17 -0.11
0.98 -0.11 0.63
-2.09 4.04 2.99
-0.42 0.20 0.02
-0.69 0.21 0.13
0.18 -0.24 -0.14
0.10 0.19 -0.69
-3.14 -2.22 -0.47
0.42 0.46 -0.30
-0.01 0.01 0.14
0.53 0.04 -0.50
1.49 -0.19 -0.01
-1.03 1.05 0.64
-0.59 -0.22 -0.41
-0.95 0.39 -1.41
3.27 -2.37 -1.79
0.47 -1.38 -0.32

Results
Structure (SMILES) = CC[N+](=C/[NH+]=C\N=C\Cl)CC
Max |F| = 5.44 eV/A
Charge = +2
Molecular weight = 175.7 g/mol
E = -24457.3119 eV

(2)
ORCA calculation (ωB97M-V/def2-TZVPD) on C17H30FN3O6S in the gas phase.

CARTESIAN COORDINATES (ANGSTROEM)
1 C -0.980958 -6.022115 2.954259
2 C -0.851502 -5.099290 1.741361
3 C -2.119725 -4.255795 1.574828
4 C -2.243667 -3.698251 0.170524
5 O -2.780506 -4.346295 -0.714615
6 N -1.757260 -2.455223 -0.050068
7 C -1.598304 -1.253896 0.783169
8 C -0.892356 -0.610136 -0.423641
9 F -1.460427 0.577718 -0.847453
10 C 0.627136 -0.493583 -0.217310
11 O 1.136079 -1.068091 0.728153
12 N 1.388462 0.198863 -1.095221
13 C 2.822334 0.186445 -0.877732
14 C 3.442925 -1.113427 -1.383472
15 S 5.205749 -1.181790 -0.984094
16 O 5.739161 -2.459633 -1.375771
17 O 5.819829 0.058029 -1.366386
18 O 5.108371 -1.190530 0.628980
19 C 0.894511 0.863140 -2.284903
20 C 0.445726 -0.118735 -3.362825
21 N -0.437905 0.340429 -4.268627
22 O 0.881815 -1.258308 -3.410093
23 C -1.237740 -1.851226 -1.278094
24 C 0.411954 -4.217734 1.832843
25 C 1.621490 -4.634198 0.982634
26 C 2.032828 -6.082561 1.258050
27 C 2.796971 -3.716813 1.334396
28 C 1.305451 -4.463738 -0.505192
29 H -1.112663 -5.449727 3.876093
30 H -1.836959 -6.692176 2.852278
31 H -0.093573 -6.644269 3.074487
32 H -0.779254 -5.749628 0.864748
33 H -3.009726 -4.861236 1.751051
34 H -2.152739 -3.462107 2.328857
35 H -2.550029 -0.797197 1.055843
36 H -0.962631 -1.404596 1.653711
37 H 3.296116 1.034655 -1.369805
38 H 3.044168 0.317428 0.180937
39 H 2.980818 -1.991679 -0.932887
40 H 3.338950 -1.231138 -2.462820
41 H 5.160197 -2.119731 0.899358
42 H 0.082652 1.547887 -2.042120
43 H 1.687808 1.475681 -2.710903
44 H -0.810733 1.272034 -4.233411
45 H -0.720172 -0.299353 -4.991560
46 H -0.380832 -2.387912 -1.681058
47 H -2.000872 -1.698981 -2.042953
48 H 0.163062 -3.190293 1.546049
49 H 0.717288 -4.127914 2.881519
50 H 1.256960 -6.790924 0.959152
51 H 2.937572 -6.345432 0.705627
52 H 2.237276 -6.241405 2.319607
53 H 2.537234 -2.665298 1.176442
54 H 3.088599 -3.828448 2.381932
55 H 3.673087 -3.943305 0.719992
56 H 1.042288 -3.426429 -0.731362
57 H 2.165581 -4.726065 -1.125350
58 H 0.470885 -5.091841 -0.825951

Cartesian forces, eV/Å:
-0.08 -0.02 0.02
0.27 -0.18 0.09
-0.41 0.25 0.20
-0.94 -0.34 0.19
0.71 -0.03 -0.16
0.43 0.40 0.02
0.29 -0.70 -0.13
0.34 0.06 0.00
-0.04 -0.03 0.02
-0.15 0.29 0.15
-0.07 -0.07 0.09
0.00 0.62 -0.43
0.59 -0.11 0.23
0.57 -0.12 -0.07
-0.65 -0.14 0.10
-0.17 0.62 0.07
-0.28 -0.63 0.26
0.28 0.12 -0.58
-0.45 0.10 -0.03
0.35 -0.67 -0.04
-0.02 0.20 0.03
-0.05 0.34 0.14
-0.68 -0.36 0.35
-0.17 0.35 0.00
0.22 -0.12 -0.05
-0.07 -0.10 0.01
0.03 0.30 0.10
-0.08 0.01 -0.08
0.01 0.05 -0.02
-0.02 0.03 -0.02
0.04 0.05 -0.01
-0.02 0.08 -0.08
0.05 -0.12 -0.13
0.19 0.05 -0.02
0.02 0.17 -0.12
-0.02 0.22 0.03
-0.23 0.00 -0.20
-0.20 -0.19 0.06
0.09 0.06 0.15
0.15 0.12 -0.02
-0.05 -0.01 0.11
0.02 -0.04 0.00
0.14 -0.10 0.05
-0.07 -0.05 -0.03
-0.05 0.11 -0.09
-0.12 0.08 -0.17
0.10 0.20 -0.09
0.08 -0.15 -0.08
0.04 -0.20 0.04
-0.03 0.02 0.00
0.00 0.06 -0.04
0.01 0.04 0.01
-0.01 -0.20 0.07
-0.02 -0.07 0.02
0.01 -0.17 -0.08
0.07 -0.06 0.10
0.04 -0.03 0.04
-0.01 0.00 0.02

Results
Relative energy (zero: lowest compared OMol25 entry of this formula, charge and spin) = 10.1 kcal per mole
Structure (SMILES) = C[C@@H](CC(=O)N1CC(F)(C(=O)N(CCS(=O)(=O)O)CC(N)=O)C1)CC(C)(C)C
Max |F| = 1.02 eV/A
Molecular weight = 423.5 g/mol

(3)
ORCA calculation (ωB97M-V/def2-TZVPD) on 5 unconnected molecules or ions with the total composition C20H55N5O5.

CARTESIAN COORDINATES (ANGSTROEM)
1 C -5.618832 0.811187 -0.069857
2 C -4.120012 0.429887 0.043573
3 C -3.045152 1.608367 -0.216037
4 O -2.814062 1.585737 -1.678907
5 C -1.830252 2.327147 -2.363547
6 N -4.044842 -0.091273 1.380353
7 H -5.887812 1.219817 -1.043907
8 H -6.056362 1.443197 0.702943
9 H -6.255792 -0.072543 -0.032397
10 H -3.894182 -0.373693 -0.657397
11 H -2.115372 1.469817 0.335703
12 H -3.389802 2.519247 0.273483
13 H -1.781542 3.346217 -1.979857
14 H -2.064462 2.348547 -3.427877
15 H -0.969082 1.726097 -2.071597
16 H -3.109442 -0.441913 1.529273
17 H -4.630412 -0.909633 1.466893
18 C -5.387462 2.365487 4.946733
19 C -3.998172 2.102657 4.439103
20 C -3.378422 0.749507 4.660283
21 O -2.069462 0.794277 3.962463
22 C -1.391652 -0.466443 3.866813
23 N -3.863912 2.465067 3.012383
24 H -6.075862 1.715597 4.406513
25 H -5.795722 3.372537 4.861533
26 H -5.351992 2.021767 5.980513
27 H -3.393122 2.855807 4.943863
28 H -4.017712 -0.027953 4.241983
29 H -3.241072 0.513677 5.715563
30 H -0.450692 -0.300503 3.342253
31 H -2.004512 -1.192163 3.332183
32 H -1.080952 -0.935123 4.800563
33 H -2.940502 2.144707 2.757843
34 H -4.354262 1.823137 2.406093
35 C 1.477448 -3.491883 0.496903
36 C 1.456858 -1.956803 0.143523
37 C 1.442758 -1.743323 -1.348747
38 O 1.377698 -0.329163 -1.595377
39 C 1.874008 -0.057893 -2.866047
40 N 0.229238 -1.518513 0.778993
41 H 2.293548 -3.764743 1.165953
42 H 1.628718 -4.042583 -0.431507
43 H 0.550408 -3.962563 0.824243
44 H 2.344798 -1.486013 0.565463
45 H 0.563168 -2.230693 -1.769317
46 H 2.312618 -2.233733 -1.785717
47 H 2.885688 -0.447953 -2.977607
48 H 1.828508 0.987627 -3.170857
49 H 1.306288 -0.644193 -3.588577
50 H -0.724182 -1.563353 0.448723
51 H 0.414478 -0.551143 1.002563
52 C 4.761518 4.510217 3.804283
53 C 3.362158 4.179457 3.317703
54 C 3.161288 2.630277 3.120783
55 O 4.063438 2.064927 2.207843
56 C 3.750808 0.725557 1.893613
57 N 2.477398 4.688517 4.342723
58 H 5.107578 5.528487 3.981663
59 H 5.337608 4.262557 2.912723
60 H 4.961338 3.896547 4.682683
61 H 3.199748 4.625457 2.336473
62 H 2.123758 2.422527 2.859073
63 H 3.332248 2.144067 4.081233
64 H 3.728568 0.056927 2.754163
65 H 4.421078 0.251487 1.176603
66 H 2.747008 0.641497 1.477193
67 H 2.532008 4.195067 5.222293
68 H 2.739588 5.660707 4.421463
69 C 1.519838 -2.927463 -7.493887
70 C 1.578928 -4.156703 -6.518017
71 C 1.621548 -3.853373 -4.960677
72 O 2.545868 -2.796793 -4.664317
73 C 3.934018 -2.953493 -5.032437
74 N 0.480598 -4.967653 -6.860507
75 H 1.808298 -3.293493 -8.479237
76 H 2.234828 -2.218023 -7.077267
77 H 0.564318 -2.452083 -7.715477
78 H 2.485138 -4.733853 -6.701807
79 H 1.857448 -4.764773 -4.411307
80 H 0.675298 -3.424533 -4.630817
81 H 4.292418 -1.935583 -5.185817
82 H 4.221038 -3.481933 -5.941547
83 H 4.472458 -3.428773 -4.212507
84 H 0.459118 -5.070743 -7.865007
85 H 0.602528 -5.936363 -6.601997

Cartesian forces, eV/Å:
-0.21 -0.10 -1.37
-0.60 1.68 -0.56
-0.32 -1.25 -1.49
-3.09 -0.49 2.15
0.48 -0.23 1.71
1.42 -0.04 1.06
0.30 0.34 0.02
0.64 0.36 0.15
0.29 -0.45 0.13
0.06 0.16 -0.37
0.46 -0.85 -0.13
-0.58 0.68 -0.92
0.24 0.14 -0.11
0.05 -0.29 0.20
1.04 0.76 -0.92
0.43 0.04 0.45
-0.53 0.06 0.20
-0.55 -1.60 0.05
-0.36 3.37 -0.53
1.89 -0.96 -0.89
-1.36 -0.36 1.03
0.20 0.00 -0.16
0.80 -2.80 1.37
-0.27 -0.14 0.11
0.64 0.06 0.07
-0.50 0.30 0.15
0.68 -0.11 0.12
-0.03 -0.09 -0.32
0.06 0.34 0.12
-0.29 0.13 -0.28
0.00 -0.06 -0.15
-0.43 0.37 0.49
1.57 1.02 -0.18
-2.00 -0.05 -1.21
0.96 -0.28 -1.51
-1.74 -3.06 -0.04
-0.08 0.57 0.35
0.17 -0.54 0.84
0.09 -0.65 -1.32
0.60 2.66 2.19
-0.15 0.05 0.08
0.56 -0.20 -0.20
-0.14 0.81 0.48
-0.42 0.30 0.25
-0.22 -0.09 -0.19
0.28 0.34 -0.28
0.35 0.28 0.07
-0.08 0.06 0.57
-0.20 0.08 -0.38
0.57 -0.65 -1.08
-0.60 0.38 0.13
1.00 -1.01 -1.81
0.70 -0.77 0.75
0.30 0.83 0.87
0.31 -0.07 -0.70
-0.60 -0.37 0.11
-1.84 0.18 -1.00
-1.02 0.33 0.23
1.04 -0.67 0.44
0.45 -0.06 -0.16
-0.39 0.33 0.12
-0.24 0.13 -0.32
-0.06 -0.06 0.51
0.24 0.14 0.54
0.34 0.69 -0.02
-0.29 0.24 -0.28
0.37 0.15 0.00
-0.33 -0.01 0.70
0.97 -0.69 0.94
0.45 1.17 0.54
0.27 1.16 -1.67
0.54 -0.55 -0.61
-0.31 0.42 0.56
-1.83 -1.64 -0.40
0.56 0.07 0.02
-0.05 0.36 -0.61
-0.28 -0.17 0.92
0.62 0.44 -0.24
0.00 -0.16 0.07
-0.17 -0.35 -0.03
0.13 -0.01 0.26
-0.79 -0.27 -0.18
0.11 0.03 0.12
-0.26 0.38 -0.32
0.04 -0.18 0.68

Results
Relative energy (zero: lowest compared OMol25 entry of this formula, charge and spin) = 21.2 kcal per mole
Multiplicity = 2
⟨S²⟩ = 0.7564
Max |F| = 3.80 eV/A
Charge = +1
Molecular weight = 445.7 g/mol

(4)
ORCA calculation (ωB97M-V/def2-TZVPD) on C7H11NO2 in the gas phase.

CARTESIAN COORDINATES (ANGSTROEM)
1 C -2.680597 -0.214799 0.243911
2 C -1.326059 -0.069227 -0.132610
3 C -0.619998 1.114552 -0.195015
4 C 0.843502 1.099970 -0.155084
5 C 1.555082 2.396701 0.204953
6 N 1.503099 -0.079673 -0.002888
7 O 2.738583 -0.272813 0.279409
8 C 0.889734 -1.434787 -0.443347
9 O 1.373754 -2.447618 0.290101
10 C -0.577166 -1.405739 -0.142980
11 H -3.097666 -0.991861 -0.577406
12 H -3.318966 0.643812 0.167403
13 H -2.966184 -0.688013 1.162380
14 H -1.133003 2.072121 -0.390685
15 H 2.628826 2.273350 0.352492
16 H 1.073704 2.826678 1.156373
17 H 1.424153 3.123857 -0.675968
18 H 1.186506 -1.557622 -1.471459
19 H 2.384937 -2.381754 0.178854
20 H -0.658026 -1.798513 0.842420
21 H -1.224213 -2.208626 -0.690864

Cartesian forces, eV/Å:
-3.90 -2.03 -3.09
4.04 1.13 0.50
-0.92 -1.88 -1.06
1.59 -1.63 1.36
-0.83 0.75 -0.54
-0.76 0.79 -0.98
-0.14 0.87 -0.07
-1.40 1.66 -0.01
3.29 -0.89 0.52
-2.23 -0.24 -1.14
0.30 1.56 1.72
-0.04 0.75 -0.16
0.66 -0.37 0.81
0.35 -0.51 0.70
-0.23 -0.22 0.08
0.73 -0.46 -1.47
0.02 -0.82 1.42
-0.05 0.40 -0.69
-1.89 -0.12 0.52
0.05 -0.22 1.26
1.38 1.51 0.32

Results
Relative energy (zero: lowest compared OMol25 entry of this formula, charge and spin) = 96.3 kcal per mole
Structure (SMILES) = CC1=CC(C)=[N+]([O-])[C@@H](O)C1
Max |F| = 5.38 eV/A
Molecular weight = 141.2 g/mol